Below is a cluster of 2 separate species, CH8N5 in total at a distorted geometry, with properties calculated with ωB97M-V with the def2-TZVPD basis set.

The HOMO energy is -0.5112 hartree. Its relative energy (zero: lowest compared OMol25 entry of this formula, charge and spin) is 95.1 kcal per mole. Its total charge is +1.

XYZ file:
```
14
CH8N5 | the OMol25 dataset | ωB97M-V with the def2-TZVPD basis set
N 0.0084 0.1168 -1.7995
N 0.5211 0.7738 2.1436
N -1.2980 1.0053 0.6774
N 0.7790 -1.4985 0.1585
N 0.7008 -0.2437 0.0378
C -0.0735 0.6033 1.0363
H 1.5670 -2.0345 -0.1683
H 0.1055 -2.0542 0.7828
H 0.4665 1.0437 -2.0233
H 0.3987 -0.5733 -2.3981
H -1.7586 1.7297 1.1098
H -0.9993 0.1064 -1.6914
H -1.6239 0.8599 -0.3235
H 1.2065 0.1653 2.4579
```

Mulliken atomic charge list, values in e, 5 entries:
1 N -0.620
2 N -0.553
3 N -0.282
4 N -0.253
5 N 0.033

***

Below is the ion C7H8N with charge +1 at a distorted geometry, with properties calculated with ωB97M-V with the def2-TZVPD basis set.

The HOMO energy is -0.5290 hartree. Its relative energy (zero: lowest compared OMol25 entry of this formula, charge and spin) is 64.5 kcal per mole. Its total charge is +1.

XYZ file:
```
16
C7H8N | the OMol25 dataset | ωB97M-V with the def2-TZVPD basis set
N -2.0692 -0.2083 -0.5691
C 2.6922 -0.5117 0.6617
C 1.3335 -0.1592 1.1183
C -3.4230 -0.0396 -0.8518
C 1.8231 0.1944 -0.3377
C 0.7576 -0.7555 -0.1942
C 1.3724 1.2714 0.6255
C -0.9273 -0.2931 -0.4436
H -3.3132 0.0553 -1.9353
H 2.9436 -1.5664 0.6096
H 3.4602 -0.0261 1.1691
H -4.0488 -0.9231 -0.4379
H -3.8769 0.8826 -0.2943
H 2.0483 1.8661 1.1794
H 0.7355 -1.6754 -0.6352
H 0.4920 1.8885 0.3355
```

Mulliken atomic charge list, values in e, 5 entries:
1 N 0.082
2 C -0.427
3 C -0.004
4 C -0.592
5 C 0.140

***

Question: What is the formula in the first record?
Answer: CH8N5